ORCA calculation (ωB97M-V/def2-TZVPD) on a molecular structure, C15H21MnN5O2SSe3Te.

Structure (ORCA input):
```
! RIJCOSX wB97M-V def2-TZVPD def2/J DEFGRID3
* xyz 2 4
Te -1.0144 1.7614 -5.1455
Se 0.2244 0.3291 -3.5904
Se -2.7544 2.6153 -3.5349
Se -1.6587 2.5732 -1.5062
Mn -0.2116 0.7228 -1.1978
S 0.5487 1.6707 0.7486
O 1.3136 -0.4028 -0.9956
O 0.6451 -2.5118 -1.3706
N -1.6160 -0.5648 -0.6719
N 2.9621 -3.5157 -1.7883
N -1.6563 2.6947 1.8644
N -2.3595 -3.1314 3.2482
N 0.0080 4.1891 1.3603
C -2.5760 -0.9059 -1.5468
C -2.4447 -2.7037 2.1861
C 2.9732 -2.0495 -1.4537
C 1.5009 -1.6326 -1.2763
C 3.8272 -4.2410 -0.7962
C -1.5923 -1.1779 0.5148
C -0.4634 2.9603 1.3620
C -0.7444 5.3387 1.8730
C -3.5418 -1.8485 -1.2612
C -1.7017 4.8686 2.9565
C 4.7552 -3.1508 -0.2758
C -3.5389 -2.4733 -0.0250
C -2.5370 -2.1262 0.8783
C -2.5439 3.7216 2.4188
C 3.8332 -1.9312 -0.1889
H -1.1362 4.5335 3.8274
H 0.9166 4.3431 0.9538
H 3.2056 -1.9889 0.7022
H -2.3459 5.6894 3.2631
H -0.7947 -0.9171 1.1974
H -1.9503 1.7336 1.8791
H -3.1383 3.2704 3.2101
H -4.2900 -3.2071 0.2336
H 4.3455 -5.0656 -1.2776
H -4.2926 -2.0830 -2.0016
H 1.9473 -3.7537 -1.7342
H 3.1939 -4.6361 -0.0045
H -0.0362 6.0662 2.2628
H 3.3960 -1.4794 -2.2800
H 5.5631 -2.9675 -0.9866
H 4.3780 -0.9917 -0.1610
H -3.2202 4.0730 1.6360
H 3.2819 -3.6914 -2.7376
H 5.2000 -3.4121 0.6811
H -2.5661 -0.3942 -2.4990
H -1.2938 5.8002 1.0496
*
```

⟨S²⟩   4.02
Relative energy (zero: lowest compared OMol25 entry of this formula, charge and spin)   10.2 kcal/mol